{
  "formula": "H2N2O3Si",
  "method": "the ωB97M-V functional and the def2-TZVPD basis",
  "multiplicity": 1,
  "homo_energy_ev": [-11.09, -11.09],
  "e_above_lowest_kj_mol": 269.7,
  "lumo_ev": [-2.09, -2.09],
  "total_charge": 0,
  "largest_force_ev_per_a": 2.81,
  "gap_ev": [9.00, 9.00],
  "symbols": ["N", "N", "O", "O", "O", "Si", "H", "H"],
  "coordinates": [[-0.409, 0.311, 1.742], [-0.264, 1.016, 2.769], [1.503, -0.435, 1.609], [-1.450, 1.469, 2.716], [0.596, 1.207, 3.541], [0.608, -0.273, 0.339], [-0.241, -1.332, -0.178], [0.854, 0.813, -0.591]],
  "nbo_charge": [-0.218, 0.587, -0.945, -0.335, -0.270, 1.597, -0.206, -0.211]
}